Molecular formula: C47H54F2N5O2PScSi
Method: DFT, the ωB97M-V functional and the def2-TZVPD basis

Last column: Mulliken charge in e.
Geometry (Å):
Sc1 -0.596 -0.239 1.003  -1.77
F1 4.155 -3.497 0.890  -0.38
C1 3.511 -2.254 0.605  0.31
C2 2.138 -2.198 0.768  -0.02
C3 1.445 -1.023 0.513  0.95
C4 2.236 0.090 0.316  0.36
C5 3.570 -0.054 -0.125  0.09
F2 4.338 1.021 -0.354  -0.37
C6 4.245 -1.189 0.065  -0.76
C7 1.543 1.399 0.329  0.45
C8 1.766 2.387 -0.572  -0.12
C9 1.035 3.601 -0.548  -0.75
C10 0.161 3.783 0.536  -0.98
C11 0.051 2.762 1.524  -0.75
N1 0.543 1.551 1.206  1.05
H1 1.595 -3.212 0.912  0.06
H2 5.295 -1.266 -0.263  0.44
H3 2.563 2.160 -1.324  0.50
H4 1.192 4.486 -1.167  0.39
H5 -0.460 4.741 0.527  0.34
H6 -0.484 2.989 2.472  0.40
N2 -1.905 0.919 -0.830  0.25
C12 -3.190 1.620 -0.714  -0.72
C13 -3.544 2.191 0.626  -0.23
C14 -3.814 1.109 1.656  -0.79
N3 -2.551 0.499 2.166  -0.21
H7 -1.200 1.643 -1.164  -0.02
H8 -1.930 0.162 -1.499  0.23
H9 -4.035 1.000 -1.123  0.30
H10 -3.236 2.536 -1.364  0.28
H11 -4.353 2.889 0.483  0.49
H12 -2.793 2.960 0.923  0.08
H13 -4.490 0.417 1.139  0.39
H14 -4.407 1.528 2.502  0.38
H15 -2.765 -0.173 2.914  0.15
H16 -2.232 1.316 2.695  -0.03
O1 0.945 -2.603 3.819  -0.75
C15 -0.291 -2.533 3.402  -0.15
O2 -0.679 -1.636 2.586  0.72
C16 -1.285 -3.579 3.949  -0.24
N4 -0.555 -4.382 5.018  0.11
C17 -0.793 -5.858 4.782  -0.70
C18 -1.817 -6.013 3.666  -0.62
C19 -1.814 -4.624 2.942  -0.64
H17 -2.086 -3.122 4.540  0.39
H18 -0.959 -4.075 5.891  0.40
H19 0.380 -4.116 4.976  0.26
H20 -1.067 -6.236 5.775  0.37
H21 0.241 -6.244 4.638  0.34
H22 -2.794 -6.270 4.009  0.41
H23 -1.382 -6.711 2.963  0.29
H24 -2.775 -4.401 2.549  0.48
H25 -1.119 -4.463 2.083  0.19
C20 2.371 -0.140 4.522  -1.34
Si1 0.815 0.831 4.358  0.99
C21 -0.280 0.298 5.882  -1.46
C22 1.289 2.648 4.781  0.41
C23 2.526 3.227 4.438  -0.17
C24 2.868 4.574 4.694  -0.85
C25 1.795 5.460 5.052  -0.46
C26 0.517 4.904 5.318  -0.74
C27 0.361 3.515 5.274  -0.09
H26 3.285 0.413 4.363  0.45
H27 2.367 -1.026 3.939  0.17
H28 2.411 -0.498 5.559  0.34
H29 0.078 0.814 6.805  0.40
H30 -0.295 -0.788 5.921  0.25
H31 -1.301 0.548 5.667  0.34
H32 3.318 2.515 4.200  0.17
H33 3.874 4.893 4.463  0.39
H34 2.019 6.472 5.270  0.45
H35 -0.324 5.469 5.643  0.46
H36 -0.610 3.142 5.650  0.21
C28 0.516 1.526 -8.305  -1.43
P1 0.005 1.783 -6.588  0.04
C29 1.156 0.526 -5.888  0.37
C30 0.707 -0.755 -5.715  -0.30
C31 1.363 -1.722 -4.893  -0.87
C32 2.517 -1.297 -4.247  -0.32
C33 3.065 -0.066 -4.580  -0.57
C34 2.442 0.846 -5.412  -0.30
C35 0.778 3.326 -6.160  0.41
C36 1.121 3.640 -4.856  -0.21
C37 1.371 5.025 -4.510  -0.40
C38 1.510 6.018 -5.523  -0.63
C39 1.238 5.635 -6.839  -0.59
C40 0.935 4.214 -7.152  -0.29
H37 -0.138 2.013 -9.045  0.38
H38 0.388 0.472 -8.462  0.40
H39 1.493 1.800 -8.466  0.53
H40 -0.265 -1.019 -6.151  0.32
H41 0.949 -2.690 -4.701  0.49
H42 3.119 -1.923 -3.574  0.41
H43 3.975 0.270 -4.100  0.39
H44 2.971 1.751 -5.760  0.38
H45 1.052 2.807 -4.140  0.44
H46 1.576 5.264 -3.486  0.32
H47 1.789 7.048 -5.344  0.39
H48 1.247 6.365 -7.618  0.41
H49 0.796 3.970 -8.229  0.23
N5 -1.509 -1.979 -0.167  -0.34
C41 -1.997 -2.810 -0.807  0.26
C42 -2.641 -3.903 -1.529  0.52
C43 -4.022 -3.997 -1.517  -0.36
C44 -4.579 -5.082 -2.183  -0.51
C45 -3.824 -6.080 -2.805  -0.33
C46 -2.460 -6.004 -2.763  -0.60
C47 -1.870 -4.904 -2.104  -0.35
H50 -4.755 -3.477 -0.867  0.32
H51 -5.624 -5.106 -2.024  0.41
H52 -4.404 -6.913 -3.368  0.31
H53 -1.833 -6.762 -3.285  0.37
H54 -0.790 -4.871 -1.952  0.54

## Properties
HOMO-LUMO gap (spin up / spin down), eV: 3.9365 / 4.9995
ΔE to the lowest compared entry with this formula, charge and spin, kJ/mol: 284.4
Net charge: +1
E_LUMO (spin up / spin down), Ha: -0.1023 / -0.1004
Largest force on an atom, Eh/bohr: 0.1010
Multiplicity: 1


Molecular formula: C9H10O2S
Method: DFT, the ωB97M-V functional and the def2-TZVPD basis

Last column: Mulliken charge in e.
Geometry (Å):
C1 -1.380 2.191 -0.251  -1.18
C2 -1.806 0.796 -0.531  0.58
O1 -2.447 0.426 -1.510  -0.63
C3 -1.342 -0.263 0.537  0.56
O2 -1.489 0.120 1.833  -0.52
S1 -2.122 -1.906 0.246  -0.30
C4 0.180 -0.443 0.275  0.27
C5 0.619 -0.462 -0.983  -0.27
C6 1.978 -0.608 -1.322  -0.84
C7 2.891 -0.829 -0.327  -0.56
C8 2.391 -0.882 0.996  -0.58
C9 1.039 -0.677 1.297  -0.28
H1 -2.203 2.839 -0.561  0.41
H2 -0.643 2.314 -1.026  0.32
H3 -0.845 2.260 0.716  0.31
H4 -2.216 -0.322 2.234  0.35
H5 -2.724 -1.252 -0.953  0.27
H6 0.093 -0.217 -1.849  0.47
H7 2.383 -0.388 -2.250  0.42
H8 3.837 -0.987 -0.623  0.54
H9 3.210 -0.971 1.751  0.28
H10 0.596 -0.742 2.301  0.39

## Properties
HOMO-LUMO gap, eV: 9.4597
ΔE to the lowest compared entry with this formula, charge and spin, kJ/mol: 21.2
E_LUMO, Ha: 0.0220
Largest force on an atom, Eh/bohr: 0.0879
Multiplicity: 1
SMILES string: CC(=O)[C@@](O)(S)c1ccccc1


Molecular formula: C10H16N3O
Method: DFT, the ωB97M-V functional and the def2-TZVPD basis

Last column: Mulliken charge in e.
Geometry (Å):
C1 1.875 -0.112 -0.293  -0.81
C2 2.016 0.983 0.497  -0.64
C3 0.661 -0.692 -0.591  0.74
C4 -0.545 -0.377 0.223  0.69
C5 -0.291 0.505 1.455  -1.27
C6 0.917 1.429 1.438  1.39
C7 0.404 2.906 1.028  -1.34
C8 1.461 1.320 2.913  -1.64
C9 -1.284 -3.107 -1.732  -0.74
C10 -1.433 -0.960 -2.815  -0.86
N1 0.475 -1.496 -1.571  -1.16
N2 -1.605 -0.878 -0.251  0.49
N3 -0.872 -1.669 -1.722  0.67
O1 -2.791 -0.975 -0.254  -0.60
H1 2.769 -0.348 -0.928  0.36
H2 2.870 1.635 0.519  0.49
H3 -1.153 1.080 1.519  0.42
H4 -0.205 -0.082 2.448  0.41
H5 -0.341 3.185 1.807  0.42
H6 -0.320 2.897 0.196  0.36
H7 1.335 3.683 0.973  0.29
H8 0.741 1.837 3.581  0.35
H9 2.528 1.781 3.113  0.34
H10 1.718 0.229 3.156  0.48
H11 -0.410 -3.667 -2.091  0.34
H12 -1.535 -3.439 -0.741  0.33
H13 -2.216 -3.261 -2.346  0.34
H14 -1.062 0.041 -2.919  0.35
H15 -1.205 -1.561 -3.718  0.42
H16 -2.501 -0.886 -2.892  0.37

## Properties
HOMO-LUMO gap, eV: 9.1671
ΔE to the lowest compared entry with this formula, charge and spin, kJ/mol: 505.8
Net charge: +1
E_LUMO, Ha: -0.1611
Largest force on an atom, Eh/bohr: 0.0944
Multiplicity: 1


Molecular formula: C17H20F2NO3Ru
Method: DFT, the ωB97M-V functional and the def2-TZVPD basis

Last column: Mulliken charge in e.
Geometry (Å):
Ru1 -0.071 0.279 -0.132  0.29
C1 -2.510 -0.446 -2.019  -0.85
O1 -1.922 0.682 -1.329  -0.36
C2 -1.795 1.865 -2.136  -0.37
C3 -1.298 2.932 -1.207  -0.68
O2 -0.056 2.515 -0.616  -0.01
C4 1.154 2.940 -1.264  -0.39
C5 2.222 2.030 -0.738  -0.68
O3 1.913 0.662 -1.066  -0.31
C6 2.301 0.255 -2.394  -0.65
H1 -3.511 -0.184 -2.356  0.33
H2 -2.572 -1.263 -1.307  0.29
H3 -1.902 -0.732 -2.879  0.36
H4 -2.767 2.146 -2.545  0.48
H5 -1.105 1.672 -2.964  0.26
H6 -1.998 3.044 -0.380  0.30
H7 -1.189 3.887 -1.721  0.44
H8 1.385 3.972 -0.997  0.36
H9 1.048 2.873 -2.350  0.40
H10 2.236 2.075 0.351  0.26
H11 3.203 2.305 -1.125  0.48
H12 3.379 0.363 -2.494  0.28
H13 1.800 0.851 -3.158  0.33
H14 2.035 -0.792 -2.505  0.21
F1 -0.152 2.135 4.866  -0.28
C7 -0.098 1.077 4.075  0.22
C8 -0.135 1.269 2.699  -0.42
C9 -0.087 0.149 1.904  1.00
C10 0.001 -1.152 2.395  -0.73
C11 0.069 -1.275 3.778  0.33
F2 0.207 -2.479 4.328  -0.29
C12 0.010 -0.184 4.628  -0.78
C13 0.019 -2.239 1.424  1.19
C14 -0.152 -3.587 1.692  -0.77
C15 -0.106 -4.500 0.649  -0.39
C16 0.116 -4.056 -0.647  -1.10
C17 0.253 -2.701 -0.850  -0.01
N1 0.197 -1.820 0.154  0.20
H15 -0.198 2.278 2.310  0.60
H16 0.053 -0.322 5.700  0.53
H17 -0.333 -3.928 2.698  0.51
H18 -0.242 -5.554 0.851  0.47
H19 0.174 -4.740 -1.481  0.45
H20 0.424 -2.304 -1.844  0.47

## Properties
HOMO-LUMO gap (spin up / spin down), eV: 6.3615 / 6.5834
Net charge: +2
E_LUMO (spin up / spin down), Ha: -0.3184 / -0.3096
Largest force on an atom, Eh/bohr: 0.0350
Multiplicity: 2